Record 1
# C5H9Cl2NS

A 2-piece molecular cluster, C5H9Cl2NS overall at a distorted geometry (the ωB97M-V functional and the def2-TZVPD basis, the OMol25 dataset).

Last column: Mulliken charge in e.
Geometry (Å):
1 C -0.055 -1.419 -2.418  -1.286
2 C 0.188 -0.840 -1.067  -0.297
3 C 1.383 -0.353 -0.680  0.899
4 Cl 2.769 -0.383 -1.693  -0.230
5 C 1.663 0.231 0.571  -0.437
6 N 0.928 0.416 1.629  -0.446
7 S -0.664 -0.032 1.848  0.073
8 C -0.829 0.802 3.495  -0.764
9 H -0.920 -2.184 -2.586  0.278
10 H -0.387 -0.513 -3.001  0.201
11 H 0.830 -1.776 -2.860  0.406
12 H -0.646 -0.686 -0.486  0.364
13 H 2.654 0.576 0.661  0.404
14 H 0.029 0.404 3.901  0.304
15 H -1.835 0.379 3.976  0.274
16 H -0.936 1.965 3.466  0.249
17 Cl -2.037 1.718 -1.741  -0.226
18 H -2.135 1.697 -3.014  0.234

Forces on the atoms, in the same order (eV/Å):
-2.632 0.610 -0.717
1.971 -0.646 -1.488
-1.708 -1.021 -0.816
0.484 -0.210 -0.657
-1.562 0.652 2.692
0.864 -0.124 -1.037
-0.248 0.871 0.142
-4.202 0.898 -1.066
1.578 1.290 0.910
0.286 -0.853 0.049
0.999 -0.530 -0.584
-1.521 0.202 1.491
1.145 0.523 0.346
1.681 -0.215 1.804
2.358 0.776 -0.904
0.547 -2.274 -0.160
-0.011 0.021 0.063
-0.028 0.030 -0.067

Properties
electronic energy = -1569.16931 Ha
ΔE to the lowest compared entry with this formula, charge and spin = 19.5 kcal per mole
molecular weight = 186.11 g/mol
HOMO energy = -0.3041 Ha
SMILES = C/C=C(Cl)/C=N\SC.Cl

---

Record 2
# C5H9ClO

A 2-piece molecular cluster, C5H9ClO overall at a distorted geometry (the ωB97M-V functional and the def2-TZVPD basis, the OMol25 dataset).

Last column: Mulliken charge in e.
Geometry (Å):
1 C 0.145 0.376 -0.817  -0.520
2 C 2.131 -1.309 -1.309  -0.370
3 C -0.726 0.335 0.168  1.020
4 C -1.921 1.232 0.345  -1.277
5 C -0.396 -0.640 1.222  -0.819
6 O 0.979 -0.439 1.705  -0.497
7 Cl 3.469 -0.277 -1.792  -0.074
8 H 0.394 1.126 -1.454  0.393
9 H 0.903 -0.482 -0.908  -0.194
10 H 1.539 -1.599 -2.204  0.194
11 H -1.583 2.027 1.070  0.290
12 H -2.798 0.610 0.695  0.346
13 H -2.155 1.744 -0.584  0.359
14 H -0.559 -1.594 0.850  0.299
15 H -1.022 -0.454 2.010  0.458
16 H 1.599 -0.656 1.003  0.391

Forces on the atoms, in the same order (eV/Å):
0.312 -1.841 0.583
0.948 -0.105 0.192
0.069 0.302 -0.836
0.573 0.256 0.668
2.723 1.149 -0.257
-1.575 -0.315 0.237
-1.158 -0.638 -0.046
-0.073 2.143 -2.196
-0.719 0.849 0.772
0.573 0.367 -0.242
-0.911 -0.807 -0.287
0.897 0.983 -0.173
-0.206 -0.072 -0.051
-0.083 -2.178 -0.448
-1.329 0.161 2.352
-0.041 -0.254 -0.269

Properties
electronic energy = -731.13493 Ha
ΔE to the lowest compared entry with this formula, charge and spin = 138.7 kcal per mole
molecular weight = 120.58 g/mol
HOMO energy = -0.3344 Ha